DFT (ωB97M-V/def2-TZVPD) results for a molecular structure, C5H10N4S in a non-equilibrium geometry.

Last column: natural (NBO) charge in e.
Positions of all 20 atoms, in Å:
S 1.537 -3.055 -1.295  -0.240
N 0.043 1.062 -2.338  -0.058
N -0.519 -1.647 -0.790  -0.624
N 0.429 1.254 -1.153  -0.138
N 1.402 -1.060 0.424  -0.623
C -1.411 -0.703 -0.354  -0.203
C -1.989 2.148 -1.146  -0.678
C 0.822 -1.795 -0.513  0.273
C -0.952 0.995 -1.266  0.113
C 2.681 -1.342 0.836  -0.410
H -2.413 -0.847 -0.810  0.221
H -0.609 -1.961 -1.854  0.425
H -1.301 -0.580 0.744  0.219
H -2.913 1.815 -0.668  0.224
H 1.284 -0.040 0.299  0.410
H 3.363 -0.883 0.220  0.197
H 2.819 -1.045 1.914  0.195
H -1.413 2.855 -0.564  0.228
H -2.383 2.420 -2.159  0.233
H 2.812 -2.464 0.956  0.236

Summary:
- energy above the lowest of the compared OMol25 structures with the same formula, charge and spin (kJ/mol) = 322.0
- frontier orbital gap (eV) = 7.99
- net charge = 0
- E_LUMO (eV) = -0.07



DFT (ωB97M-V/def2-TZVPD) results for a molecular structure, C44H48FGeN3OPdSSi in a non-equilibrium geometry.

Last column: Mulliken charge in e.
Positions of all 101 atoms, in Å:
Pd 0.758 -0.217 0.528  -0.366
Ge 1.782 0.799 -1.512  2.468
S -0.688 -1.687 1.961  0.050
Si 3.056 -2.420 1.723  0.115
F 2.022 4.038 4.936  -0.362
O -1.246 -0.006 -0.352  1.155
N 1.960 -2.044 0.403  0.463
N -3.149 -2.505 2.397  0.154
N -2.973 -1.250 0.535  -0.124
C -2.993 0.961 -2.352  -0.103
C -4.563 -2.642 2.081  -0.548
C 1.718 -2.801 -0.669  0.031
C 2.701 -1.275 3.204  -0.718
C 2.388 5.398 -0.116  -0.915
C -2.380 -1.788 1.583  0.366
C -2.426 -0.443 -0.356  -1.624
C -3.872 1.357 -3.344  -1.543
C 1.085 1.240 2.097  0.522
C 1.454 1.731 -4.278  -0.719
C -0.113 0.939 -5.914  -0.751
C 3.646 0.207 -2.011  -1.482
C -3.357 -0.029 -1.442  0.764
C -2.579 -2.114 4.780  -0.788
C 2.308 -4.581 -2.225  -0.955
C 2.692 -4.206 2.304  -1.032
C -2.639 -3.098 3.614  -0.799
C -4.616 -0.623 -1.551  -0.343
C 1.995 2.727 -0.897  -0.694
C -0.169 0.078 -3.680  0.272
C 3.452 4.612 -0.476  -1.047
C -5.376 -1.420 2.498  -1.038
C 2.601 -3.816 -1.122  -0.045
C 2.666 2.779 3.061  -0.745
C 1.710 3.125 4.000  0.082
C -0.037 5.664 0.223  -0.958
C -5.487 -0.230 -2.548  -0.813
C 4.858 -2.138 1.130  -1.137
C -0.678 0.104 -4.968  -0.913
C 0.900 0.887 -3.326  0.579
C -1.504 3.813 -0.185  -0.757
C 0.883 3.520 -0.510  -0.220
C -0.432 3.025 -0.515  1.743
C 0.951 1.755 -5.566  -0.785
C 0.452 2.550 4.016  -0.663
C 2.354 1.814 2.119  -0.035
C -1.304 5.147 0.192  -0.917
C 1.129 -4.381 -2.937  -0.787
C -5.120 0.765 -3.443  -0.560
C 1.081 4.876 -0.127  0.954
C 3.256 3.277 -0.845  -0.611
C 0.134 1.613 3.040  -0.056
C 0.524 -2.623 -1.421  0.419
C 0.240 -3.398 -2.520  -0.726
H -5.808 1.075 -4.212  0.435
H 1.672 -0.910 3.198  -0.042
H -0.610 -0.577 -2.942  0.341
H 2.282 2.373 -4.009  0.370
H 0.903 -4.989 -3.798  0.433
H -2.169 -2.616 5.651  0.390
H 3.357 -4.470 3.119  0.409
H 3.638 3.245 3.085  0.519
H -4.644 -2.775 1.000  0.326
H -0.256 2.818 4.784  0.485
H 3.621 -0.829 -2.336  0.371
H 2.999 -5.348 -2.537  0.440
H -2.507 3.413 -0.227  0.540
H -1.515 -0.529 -5.227  0.521
H 3.125 1.502 1.419  0.635
H 4.977 -1.139 0.722  0.223
H 4.116 2.685 -1.122  0.410
H -4.901 -1.391 -0.854  0.385
H -2.021 1.423 -2.278  1.086
H 0.130 6.693 0.505  0.444
H -0.688 -3.250 -3.054  0.507
H 4.453 5.016 -0.481  0.473
H 3.360 -0.415 3.219  0.289
H 5.173 -2.842 0.368  0.372
H -6.419 -1.576 2.237  0.363
H -3.583 2.126 -4.045  0.509
H -1.940 -1.269 4.537  0.128
H -0.855 1.165 3.042  0.419
H 3.526 -3.968 -0.592  0.296
H -0.205 -1.896 -1.078  0.263
H -0.498 0.955 -6.923  0.414
H -0.582 1.992 -0.802  -1.595
H -1.631 -3.475 3.414  0.434
H 4.000 0.810 -2.840  0.514
H 2.855 -1.808 4.136  0.622
H 2.540 6.424 0.185  0.448
H -5.010 -0.537 1.979  0.218
H 1.390 2.414 -6.300  0.431
H -5.307 -1.253 3.569  0.334
H 2.820 -4.940 1.517  0.374
H -2.153 5.763 0.452  0.442
H -6.456 -0.701 -2.634  0.453
H 5.537 -2.235 1.970  0.422
H -3.570 -1.746 5.030  0.309
H -3.283 -3.939 3.874  0.393
H -4.941 -3.535 2.581  0.401
H 4.351 0.287 -1.191  0.346
H 1.673 -4.286 2.671  0.242

Summary:
- <S²> = 0.964
- energy above the lowest of the compared OMol25 structures with the same formula, charge and spin (kJ/mol) = 209.3
- frontier orbital gap (spin up / spin down) (eV) = 4.53 / 3.97
- net charge = +1
- E_LUMO (spin up / spin down) (eV) = -5.78 / -6.17
- spin multiplicity = 2



DFT (ωB97M-V/def2-TZVPD) results for a single C19H15F3N4O2 molecule in a non-equilibrium geometry.

Last column: natural (NBO) charge in e.
Positions of all 43 atoms, in Å:
F 0.005 -4.380 -6.664  -0.311
F 1.239 -3.012 -7.865  -0.320
F -0.869 -2.470 -7.405  -0.322
O -1.224 4.840 3.414  -0.537
O 0.904 3.782 2.088  -0.628
N -1.214 3.549 2.828  -0.333
N 1.620 -0.810 -1.915  -0.209
N 2.872 -0.626 -1.353  -0.249
N -0.020 -1.552 -3.487  -0.444
C 0.822 0.848 1.282  -0.207
C -0.113 3.109 2.104  0.620
C 0.250 -3.094 -6.931  0.983
C 2.759 -0.033 -0.216  -0.012
C -1.091 0.362 3.117  -0.036
C -3.046 0.303 4.587  -0.199
C -2.494 0.402 3.293  -0.232
C 0.643 -2.475 -5.606  -0.209
C 0.667 -0.307 -1.030  -0.035
C -2.194 0.190 5.699  -0.221
C 1.363 0.190 0.042  -0.117
C -0.624 0.524 1.709  -0.218
C 1.971 -2.326 -5.249  -0.128
C 1.280 -1.432 -3.148  0.389
C -0.257 1.929 1.188  -0.304
C -0.804 0.143 5.536  -0.193
C -0.240 0.223 4.228  -0.210
C 2.320 -1.856 -3.988  -0.252
C -0.316 -2.101 -4.688  0.077
H -2.000 2.921 2.978  0.407
H -1.199 -0.057 0.984  0.225
H -2.684 0.189 6.673  0.217
H -0.642 2.155 0.185  0.247
H 3.367 -1.730 -3.714  0.252
H -0.250 0.016 6.471  0.222
H -0.437 5.300 3.085  0.495
H -4.106 0.310 4.700  0.215
H -3.150 0.485 2.418  0.216
H 3.610 0.372 0.356  0.226
H -1.383 -2.203 -4.844  0.215
H 0.843 0.175 4.153  0.220
H -0.387 -0.253 -1.200  0.237
H 2.710 -2.589 -5.934  0.228
H 1.495 0.990 2.117  0.238

Summary:
- structure (SMILES) = O=C(NO)[C@@H]1[C@H](c2ccccc2)[C@H]1c1cnn(-c2ccc(C(F)(F)F)cn2)c1
- energy above the lowest of the compared OMol25 structures with the same formula, charge and spin (kJ/mol) = 0.0
- frontier orbital gap (eV) = 9.09
- net charge = 0
- E_LUMO (eV) = 0.21



DFT (ωB97M-V/def2-TZVPD) results for a molecular structure, C23H22ClMnN3O7Si.

Last column: natural (NBO) charge in e.
Positions of all 58 atoms, in Å:
Mn -1.348 0.691 0.200  1.122
Cl 2.355 -4.897 -3.436  -0.069
Si 2.021 0.603 1.908  1.828
O -2.467 -5.271 0.524  -0.679
O -0.640 0.868 -1.724  -0.753
O -3.188 0.382 -0.885  -0.728
O -1.590 0.256 2.303  -0.718
O -0.902 -1.368 3.711  -0.719
O -3.864 -1.111 -2.448  -0.705
O 0.130 1.402 -3.750  -0.724
N -0.886 2.670 0.384  -0.538
N -1.734 -1.257 0.316  -0.446
N 0.687 1.208 1.027  -1.079
C 1.487 -2.498 -4.356  -0.265
C -1.695 -3.273 1.548  -0.305
C -2.264 -3.912 0.450  0.325
C 1.055 3.651 1.366  -0.346
C 3.679 1.324 1.316  -1.121
C -2.641 3.851 -0.720  -0.648
C 0.348 2.487 0.947  0.439
C 0.542 4.886 1.058  -0.157
C -1.355 3.859 0.045  0.279
C 0.632 -0.748 -2.925  -0.122
C 1.697 -3.281 -3.234  -0.056
C 2.173 -1.260 1.714  -1.129
C -0.662 5.020 0.361  -0.371
C -2.454 -1.814 -0.649  0.147
C 1.405 -2.825 -1.962  -0.198
C -0.007 0.638 -2.787  0.789
C -1.482 -1.908 1.448  0.133
C -3.222 -0.754 -1.462  0.756
C 0.870 -1.551 -1.820  -0.188
C -1.263 -0.929 2.616  0.748
C -2.708 -3.174 -0.643  -0.326
C 1.870 0.957 3.758  -1.137
C 0.961 -1.228 -4.189  -0.163
H -3.301 -3.604 -1.442  0.226
H -2.429 3.565 -1.752  0.248
H 1.584 -3.454 -1.101  0.214
H 3.801 2.375 1.581  0.216
H 0.973 0.474 4.145  0.268
H 3.764 1.245 0.232  0.233
H 1.088 5.776 1.357  0.185
H -3.310 3.088 -0.323  0.241
H 2.738 0.568 4.297  0.205
H 1.992 3.555 1.896  0.198
H 1.798 2.027 3.959  0.219
H 4.508 0.769 1.763  0.209
H 0.786 -0.576 -5.035  0.235
H 2.189 -1.546 0.664  0.227
H 0.630 -1.161 -0.838  0.239
H 3.107 -1.603 2.165  0.214
H -1.054 5.990 0.083  0.191
H -1.483 -3.791 2.471  0.238
H -3.129 4.826 -0.702  0.186
H -2.875 -5.552 -0.301  0.472
H 1.729 -2.882 -5.338  0.206
H 1.355 -1.780 2.211  0.251

Summary:
- <S²> = 0.902
- energy above the lowest of the compared OMol25 structures with the same formula, charge and spin (kJ/mol) = 68.4
- frontier orbital gap (spin up / spin down) (eV) = 6.11 / 5.74
- net charge = -2
- E_LUMO (spin up / spin down) (eV) = 4.20 / 4.20
- spin multiplicity = 2



DFT (ωB97M-V/def2-TZVPD) results for a molecular structure, CH7N6 in a non-equilibrium geometry.

Last column: natural (NBO) charge in e.
Positions of all 14 atoms, in Å:
N 1.576 0.995 -0.493  -0.162
N -1.583 -0.271 0.664  -0.855
N 0.227 0.663 -0.579  -0.154
N 0.660 -0.688 1.152  -0.721
N 1.507 1.437 -1.718  0.009
N 0.225 1.020 -1.898  -0.277
C -0.379 -0.482 0.033  0.269
H 0.161 -0.718 2.081  0.458
H 1.310 -1.478 0.948  0.461
H 1.222 0.131 1.316  0.459
H -0.404 -1.243 -0.630  0.211
H -1.607 0.631 1.028  0.404
H -2.382 -0.976 0.697  0.449
H -0.532 0.979 -2.601  0.449

Summary:
- energy above the lowest of the compared OMol25 structures with the same formula, charge and spin (kJ/mol) = 474.1
- frontier orbital gap (eV) = 10.93
- net charge = +1
- E_LUMO (eV) = -3.58